Here is a structure of composition C21H14F3N4OSSe4V from the Open Molecules 2025 dataset. Energies are from ωB97M-V with the def2-TZVPD basis set.

The LUMO energy (spin up / spin down) comes out at 2.3 / 0.6 eV. The total charge is -1. Its spin multiplicity is 4. The calculation puts the calculated total energy at -12350.56065 Eh. Its highest occupied orbital energy (spin up / spin down) is -4.39 / -4.68 eV. The expectation value of S² is 4.084.

XYZ file:
```
49
Properties=species:S:1:pos:R:3:forces:R:3:lowdin_charge:R:1
V 0.3112 -1.1784 -1.3631 0.27 0.53 -0.02 0.2123
F 4.7937 1.8114 -2.2253 -0.01 -0.01 -0.03 0.1262
C 4.4210 1.3143 -3.4183 -0.01 0.02 -0.01 -0.5997
F 5.5425 1.2789 -4.1798 0.00 0.00 0.02 0.1064
F 3.6091 2.2181 -3.9884 0.02 -0.02 0.00 0.1278
C 3.7964 -0.0445 -3.3048 0.04 -0.03 0.01 -0.1204
C 4.3822 -1.1317 -3.9212 0.00 0.02 -0.02 -0.0094
C 3.8075 -2.3936 -3.8173 -0.05 -0.02 0.03 -0.0575
C 2.6516 -2.5133 -3.0716 0.10 0.03 0.02 -0.1066
N 2.0932 -1.4742 -2.4623 -0.01 -0.08 -0.16 -0.0956
C 2.6089 -0.2292 -2.5657 -0.07 0.04 0.08 -0.6830
S 1.6610 0.9549 -1.7541 0.01 0.04 -0.08 0.6496
H 5.2895 -0.9938 -4.4932 0.00 0.01 0.00 0.1169
H 4.2426 -3.2541 -4.3033 0.01 0.00 0.00 0.0973
H 2.1416 -3.4605 -2.9434 0.00 -0.01 -0.02 0.1208
Se -4.3017 -2.2911 -0.0038 -0.02 -0.09 -0.05 0.0377
Se -4.1875 -1.1698 -1.9294 -0.08 -0.02 0.07 -0.0782
Se -2.8004 -2.4418 -3.3302 0.04 0.03 -0.08 -0.0938
Se -1.0392 -0.9653 -3.6399 0.05 0.08 0.01 0.0184
N -1.1784 -0.0782 -0.3660 0.04 0.10 0.10 0.1491
C -1.8434 0.6524 0.2116 -0.06 -0.09 -0.11 -0.0963
C -2.6846 1.5646 0.9230 0.02 -0.02 0.13 -0.1991
C -2.3073 2.9016 1.0206 0.00 0.02 0.03 -0.0182
C -3.0903 3.7688 1.7624 0.02 0.01 -0.02 -0.0726
C -4.2326 3.3021 2.3985 -0.01 0.02 0.01 -0.0757
C -4.6058 1.9703 2.2896 0.02 -0.01 0.02 -0.0634
C -3.8347 1.0903 1.5500 0.05 0.02 0.05 -0.0321
H -1.4041 3.2397 0.5300 0.00 0.00 0.01 0.1242
H -2.8022 4.8077 1.8537 0.00 0.00 0.00 0.1038
H -4.8307 3.9797 2.9937 0.00 0.01 0.00 0.1028
H -5.4888 1.6100 2.7992 -0.02 0.00 -0.01 0.1072
H -4.1010 0.0446 1.4589 -0.01 0.07 0.01 0.0317
O -0.5293 -3.9560 -0.9811 0.02 -0.04 -0.04 -0.0268
N -0.2470 -2.8349 -1.1647 -0.26 -0.68 0.21 -0.2429
C 1.4723 -1.5914 0.5195 0.02 0.03 -0.13 -0.1852
C 0.8412 -0.9616 1.6630 -0.07 0.05 0.10 -0.3242
C 1.1635 0.3539 2.0570 0.01 -0.04 -0.06 -0.0557
C 0.5137 0.9809 3.0974 -0.04 0.05 0.00 -0.0513
C -0.4991 0.3222 3.8013 -0.03 -0.08 -0.08 -0.2711
C -0.8361 -0.9856 3.4308 0.00 0.04 0.01 -0.0483
C -0.1783 -1.6082 2.3936 0.03 0.01 -0.05 -0.0506
C -1.1902 0.9703 4.8717 -0.04 0.04 0.05 -0.2190
N -1.7536 1.4882 5.7338 0.01 0.00 -0.02 0.1181
H 1.5516 -2.6729 0.6271 0.01 -0.01 0.01 0.0499
H 2.4420 -1.1518 0.2836 0.02 -0.02 0.01 0.0420
H 1.9363 0.8806 1.5090 -0.01 0.00 0.00 0.0993
H 0.7807 1.9938 3.3743 0.00 -0.01 0.01 0.1117
H -1.6233 -1.5030 3.9657 0.01 0.00 0.01 0.1120
H -0.4633 -2.6145 2.1077 0.00 0.00 0.00 0.1118
```
Positions in Å, forces in eV/Å.